Entry 1:
Molecular formula: C2H3NO2
Method: DFT, ωB97M-V/def2-TZVPD

Output
E_HOMO	-8.26	eV
frontier orbital gap	8.9	eV
LUMO energy	0.661	eV
ΔE to the lowest compared entry with this formula, charge and spin	83.9	kcal/mol
multiplicity	1
total charge	0
SMILES string	O=C=CNO

The geometry in XYZ format:
```
8
C2H3NO2, DFT ωB97M-V/def2-TZVPD
O -0.60708 1.33890 -0.53394
C 1.31206 -0.31069 0.01455
C 0.09858 -0.81021 0.21021
H -0.02021 -1.77920 0.68025
H -1.61972 -0.37211 -0.69414
H -0.56246 1.90391 0.25880
N -1.01552 -0.04133 0.05758
O 2.41435 0.07072 0.00669
```

From a Mulliken analysis of the wavefunction, the atomic charges in e read: number 1, O, carries -0.4742; number 2, C, carries 0.7757; number 3, C, carries -0.6151; number 4, H, carries 0.3421; number 5, H, carries 0.2512; number 6, H, carries 0.3422; number 7, N, carries -0.2508; number 8, O, carries -0.3710



Entry 2:
Molecular formula: C5H15NO3
Method: DFT, ωB97M-V/def2-TZVPD

Output
E_HOMO	-9.07	eV
frontier orbital gap	9.8	eV
LUMO energy	0.744	eV
ΔE to the lowest compared entry with this formula, charge and spin	30.7	kcal/mol
multiplicity	1
total charge	0
SMILES string	CNC(O)(O)O.CCC

The geometry in XYZ format:
```
24
C5H15NO3, DFT ωB97M-V/def2-TZVPD
H -2.75029 0.49306 2.05980
H -0.41364 2.62300 1.07325
H 1.26724 -0.31668 -1.71874
C -1.86146 0.39060 0.36562
H 0.84365 -2.46988 -0.48602
H -1.39038 3.01475 -0.35846
C 2.07591 -0.99805 -1.45091
H 2.51913 -2.46767 0.05722
C -0.52620 2.45247 0.00593
H 2.27444 -1.63925 -2.31089
H -0.70177 -1.15583 0.56326
C 1.28981 -0.92614 0.94987
H 2.16086 -0.34833 1.27236
H 1.02894 -1.52381 1.82492
H 0.36292 2.78599 -0.52660
H -0.69625 0.81489 -1.20623
H 0.58253 -0.00241 0.60918
O -1.69359 -0.97288 0.32170
H 2.96354 -0.39630 -1.24092
C 1.68809 -1.82029 -0.22454
O -3.02412 0.70589 -0.34601
H -3.37770 -0.12234 -0.69214
O -1.95343 0.86622 1.66776
N -0.66822 1.01299 -0.20941
```

From a Mulliken analysis of the wavefunction, the atomic charges in e read: number 1, H, carries 0.3656; number 2, H, carries 0.3272; number 3, H, carries 0.1700; number 4, C, carries 0.6897; number 5, H, carries 0.2915; number 6, H, carries 0.2903; number 7, C, carries -1.0074; number 8, H, carries 0.3287; number 9, C, carries -1.0230; number 10, H, carries 0.3407; number 11, H, carries 0.1469; number 12, C, carries -1.3107; number 13, H, carries 0.4405; number 14, H, carries 0.3380; number 15, H, carries 0.3200; number 16, H, carries 0.1818; number 17, H, carries 0.5108; number 18, O, carries -0.5933; number 19, H, carries 0.2965; number 20, C, carries -0.0866; number 21, O, carries -0.5392; number 22, H, carries 0.3150; number 23, O, carries -0.5265; number 24, N, carries -0.2665



Entry 3:
Molecular formula: C16H42N5PdSi2Te
Method: DFT, ωB97M-V/def2-TZVPD

Output
E_HOMO (spin up / spin down)	-13.54 / -13.25	eV
frontier orbital gap (spin up / spin down)	5.5 / 2.2	eV
LUMO energy (spin up / spin down)	-8.074 / -11.096	eV
⟨S²⟩	6.013
multiplicity	5
total charge	+3

The geometry in XYZ format:
```
67
C16H42N5PdSi2Te, DFT ωB97M-V/def2-TZVPD
H 2.74357 -6.57797 6.12135
H 4.80670 -4.52890 1.97041
H 5.10071 -2.51561 -1.90418
H 3.35690 -2.72452 3.99274
C 5.13006 -3.59955 -2.00854
H -4.67773 3.23233 1.15347
H -5.74227 4.20847 -4.81816
H -3.01999 6.54412 2.20904
C 2.34735 -5.09270 -2.22113
C 2.81346 -3.66861 4.11059
H -4.83501 7.86357 -3.06698
H 4.51793 -6.72304 -1.32473
H 3.95378 -2.70627 0.56278
H 2.34739 -3.56743 5.13410
H 4.59804 -7.09135 6.02801
C -4.82948 3.84733 2.08899
Si 3.71079 -4.44016 -1.15527
C 4.83692 -5.43872 2.57343
H -2.07308 4.79715 2.14676
H -5.90587 3.82052 2.05732
H -2.74509 6.68640 0.11918
H 5.86433 -5.69705 2.37524
H -3.28239 -2.25743 -5.81574
H 2.69936 -3.95710 1.13538
C -2.99972 5.38142 2.41592
C 4.53024 -6.10055 -0.44321
H -2.73637 8.81361 -0.42214
N -2.99239 8.48002 -1.29398
C -3.83840 7.44599 -1.28634
N -4.21728 5.07695 1.63381
N -4.50732 7.16122 -2.42200
H -2.82377 5.59801 -3.79790
H 6.11630 -3.97701 -1.89914
N -3.63414 6.53684 -0.32321
C -3.17768 4.69103 -4.38375
C -5.42840 3.66634 -3.94010
C -4.06043 3.72981 -3.62481
H -3.79889 5.18010 -5.17067
C 3.66229 -6.84530 5.49028
H 6.57312 -4.51827 5.32099
H -3.44576 5.26642 3.44972
H 1.57375 -5.84052 -1.76359
H 5.17721 -3.54014 5.99346
H 2.82477 -5.58172 -3.07191
H -3.58684 3.02824 -2.86105
H -2.30031 4.27814 -4.91527
H -2.26552 -1.62591 -4.36269
H -6.21897 4.76312 -0.01603
C -4.50903 5.65187 0.32665
H -6.23658 2.98297 -3.47268
Te 3.66978 -6.74890 1.29652
H 2.48350 -2.75553 -0.19174
Si 4.25234 -4.79394 4.14097
H -4.55528 3.80891 3.03601
H 4.91033 -3.66188 -3.12499
H 1.93094 -3.89813 3.48978
N -5.47111 5.13253 -0.48008
C -2.29005 -2.02781 -5.38986
H -2.91009 9.09071 -2.11269
C 5.59907 -4.11168 5.10609
H 1.72747 -4.28313 -2.63719
H 5.89670 -3.33705 4.32488
C 3.17262 -3.40980 0.29494
H 5.56492 -6.03768 -0.26230
H -1.63686 -1.45432 -6.00238
Pd -5.62932 5.28581 -2.55274
H 3.88877 -6.91432 4.44034
```

From a Mulliken analysis of the wavefunction, the atomic charges in e read: number 1, H, carries 0.3921; number 2, H, carries 0.1681; number 3, H, carries 0.3784; number 4, H, carries 0.3260; number 5, C, carries -1.1786; number 6, H, carries 0.3544; number 7, H, carries 0.3317; number 8, H, carries 0.3720; number 9, C, carries -0.9963; number 10, C, carries -0.9053; number 11, H, carries 0.1467; number 12, H, carries 0.4864; number 13, H, carries 0.3270; number 14, H, carries 0.3855; number 15, H, carries 0.3852; number 16, C, carries -0.9720; number 17, Si, carries 0.5642; number 18, C, carries -0.8467; number 19, H, carries 0.2173; number 20, H, carries 0.3400; number 21, H, carries 0.2618; number 22, H, carries 0.6613; number 23, H, carries 0.2535; number 24, H, carries 0.0587; number 25, C, carries -1.0858; number 26, C, carries -1.0528; number 27, H, carries 0.1905; number 28, N, carries -0.4314; number 29, C, carries 0.5771; number 30, N, carries 0.0336; number 31, N, carries -0.4174; number 32, H, carries 0.1502; number 33, H, carries 0.4114; number 34, N, carries -0.1477; number 35, C, carries -0.8408; number 36, C, carries -1.1799; number 37, C, carries 0.5057; number 38, H, carries 0.2454; number 39, C, carries -0.8482; number 40, H, carries 0.4338; number 41, H, carries 0.4802; number 42, H, carries 0.2906; number 43, H, carries 0.3414; number 44, H, carries 0.3305; number 45, H, carries 0.2648; number 46, H, carries 0.3477; number 47, H, carries 0.2289; number 48, H, carries 0.1140; number 49, C, carries 0.5093; number 50, H, carries 0.2887; number 51, Te, carries 0.7438; number 52, H, carries 0.4901; number 53, Si, carries 0.3382; number 54, H, carries 0.3488; number 55, H, carries 0.3405; number 56, H, carries 0.3751; number 57, N, carries -0.4488; number 58, C, carries -0.7582; number 59, H, carries 0.2378; number 60, C, carries -0.9209; number 61, H, carries 0.3686; number 62, H, carries 0.3351; number 63, C, carries -0.9611; number 64, H, carries 0.4617; number 65, H, carries 0.2776; number 66, Pd, carries 0.2054; number 67, H, carries 0.3154



Entry 4:
Molecular formula: C24H62IN5O10PS6
Method: DFT, ωB97M-V/def2-TZVPD

Output
E_HOMO	-10.23	eV
frontier orbital gap	7.4	eV
LUMO energy	-2.791	eV
multiplicity	1
total charge	+1

The geometry in XYZ format:
```
109
C24H62IN5O10PS6, DFT ωB97M-V/def2-TZVPD
S -4.12048 -3.08413 -5.36719
N 0.34412 -1.45367 -1.42379
H 9.23876 1.66143 0.29253
H -2.37701 1.45142 -3.79120
C 1.23670 -3.76677 -0.83333
H 7.72374 0.91622 0.85808
C -4.46788 -2.61555 -7.07535
H 9.24469 0.66706 1.76839
H -0.30183 2.80929 -0.36465
C 0.18393 -2.90248 -1.71869
C -2.77268 0.52878 -3.36256
C -3.78884 -4.82412 -5.71397
H -7.27727 -4.52335 0.58821
H -2.50742 2.46012 5.66064
H -7.07811 -3.85460 -2.45050
H 3.33376 1.36615 -2.44324
H 0.54793 0.07931 5.60549
H 4.18936 1.94250 -4.32258
H -0.31943 3.86714 -2.64123
O 3.14615 -5.33604 -0.96193
H 1.95283 4.85230 -1.11760
P 2.30050 -0.88222 -3.20094
C 0.79994 0.99539 5.06894
O -5.40872 -3.01553 -4.61401
H -5.50148 -4.59364 -2.80273
N 1.19731 -0.50708 -1.93660
O 2.32369 0.29769 -4.44602
H 7.00523 2.77978 4.12757
O -4.48513 -4.41037 -0.03498
H 0.32084 2.94168 1.81670
O -4.14230 -0.37796 -1.26198
H 7.97834 1.30138 3.94312
H -6.70540 -3.00098 1.31287
H 1.24631 1.72021 5.75147
C 3.77739 3.00272 -4.31842
H -4.74113 -1.56023 -7.09411
C 2.58429 -4.13454 -1.59445
H 3.33930 -3.30329 -1.35926
H -0.75022 -1.80735 10.24919
H 0.26824 5.66967 -2.62781
H -2.91795 -4.90619 -6.36629
H 2.96228 -5.18011 -0.01020
H 2.06747 3.49960 1.39440
H -1.72267 1.04025 6.38971
O 3.84018 -1.02697 -2.46818
H -5.36296 2.30709 -1.47235
C -4.76366 1.99110 -2.32635
O 7.40251 3.71351 1.35535
H 6.49706 1.53046 2.96490
S 8.33339 2.85553 2.14796
H -1.45373 -2.55471 0.57430
N -0.17585 0.38966 -0.31695
C -0.32588 -0.84799 10.54559
H -3.53679 0.10670 -4.01770
H -3.58200 -5.33024 -4.77054
H 0.70603 -4.76440 -0.62047
O -1.00633 0.37477 8.27579
H 0.71813 -0.80046 10.23163
C -0.27952 1.82854 10.38899
C 7.35531 2.02837 3.41966
H -3.57524 -2.76872 -7.68395
C -0.55823 -0.98943 -0.41793
H 4.54125 3.77366 -3.99448
C 0.95584 4.45138 -0.80176
H 1.48959 0.18224 -4.95979
H 0.18720 -3.18874 -2.81166
C 1.25665 2.73086 1.18511
H 1.68299 1.68816 1.32345
C -6.25348 -4.43308 -2.03278
H -7.76232 -2.95210 -0.11805
H -2.52304 -1.36468 -0.00164
H -5.40205 1.47694 -3.04685
C 0.84015 2.93656 -0.37494
H 0.59356 5.08222 0.07996
H 1.55768 2.83725 -3.96601
S -5.49694 -3.51281 -0.67899
H 1.39828 -3.30082 0.20232
H -4.30272 2.86560 -2.78809
N 1.51008 1.91424 -1.27515
H -0.83570 -3.27201 -1.34272
O -0.32833 3.01907 3.74477
H -5.29544 -3.21088 -7.46424
H 3.50161 3.24823 -5.40325
C 8.66388 1.37298 1.17274
C 2.47069 3.14186 -3.36769
C 2.69813 2.21104 -2.06425
H -0.35328 1.85013 11.47718
S -1.27068 0.46474 9.74530
H -0.39834 -0.74023 11.62888
H -6.61536 -5.39785 -1.67156
H 4.51774 -1.03404 -3.18403
H -1.96118 -0.19081 -3.24159
N -1.57734 -1.54935 0.39900
C -6.96016 -3.50050 0.37783
S -0.69178 1.68666 4.32520
H -0.67142 2.76096 9.98194
C 0.91685 0.71035 -1.20535
H -4.65853 -5.28180 -6.18802
H 2.39928 4.24159 -3.12072
H 0.76164 1.70937 10.08436
I 4.29586 3.07724 -0.75658
S -3.47633 0.87390 -1.73588
H 1.50735 0.76462 4.27147
O 2.11471 -2.17919 -3.97053
C -0.09306 4.78107 -2.00035
H -1.06302 5.10890 -1.50958
H -0.95564 2.64956 6.51238
H 2.47503 -4.34259 -2.69790
C -1.54944 1.98741 5.88109
```

Mulliken population analysis, charges in e, atoms 1 to 99: number 1, S, carries 0.6216; number 2, N, carries 0.4421; number 3, H, carries 0.3087; number 4, H, carries 0.4025; number 5, C, carries -0.5722; number 6, H, carries 0.2221; number 7, C, carries -1.0061; number 8, H, carries 0.3657; number 9, H, carries 0.2940; number 10, C, carries -1.0477; number 11, C, carries -0.7528; number 12, C, carries -1.0797; number 13, H, carries 0.3383; number 14, H, carries 0.3933; number 15, H, carries 0.3545; number 16, H, carries 0.5032; number 17, H, carries 0.3610; number 18, H, carries 0.2590; number 19, H, carries 0.1010; number 20, O, carries -0.5593; number 21, H, carries 0.2688; number 22, P, carries 0.1138; number 23, C, carries -0.9158; number 24, O, carries -0.5831; number 25, H, carries -0.0599; number 26, N, carries 0.5751; number 27, O, carries -0.3815; number 28, H, carries 0.3139; number 29, O, carries -0.7163; number 30, H, carries 0.3189; number 31, O, carries -0.6408; number 32, H, carries 0.3578; number 33, H, carries 0.3275; number 34, H, carries 0.3136; number 35, C, carries -1.2301; number 36, H, carries 0.3024; number 37, C, carries -0.1019; number 38, H, carries 0.1431; number 39, H, carries 0.3131; number 40, H, carries 0.3081; number 41, H, carries 0.4161; number 42, H, carries 0.3221; number 43, H, carries 0.3435; number 44, H, carries 0.3751; number 45, O, carries -0.4537; number 46, H, carries 0.3525; number 47, C, carries -1.0939; number 48, O, carries -0.5763; number 49, H, carries 0.2537; number 50, S, carries 0.4929; number 51, H, carries 0.3674; number 52, N, carries -0.1059; number 53, C, carries -0.9834; number 54, H, carries 0.3430; number 55, H, carries 0.3113; number 56, H, carries 0.3900; number 57, O, carries -0.5476; number 58, H, carries 0.3095; number 59, C, carries -0.9551; number 60, C, carries -0.8764; number 61, H, carries 0.3863; number 62, C, carries -0.0701; number 63, H, carries 0.3603; number 64, C, carries -0.5284; number 65, H, carries 0.3095; number 66, H, carries 0.4652; number 67, C, carries -1.0906; number 68, H, carries 0.2473; number 69, C, carries -0.7729; number 70, H, carries 0.3499; number 71, H, carries 0.2246; number 72, H, carries 0.3331; number 73, C, carries 0.0206; number 74, H, carries 0.4534; number 75, H, carries 0.2745; number 76, S, carries 0.8271; number 77, H, carries 0.3210; number 78, H, carries 0.3923; number 79, N, carries 0.8348; number 80, H, carries 0.4036; number 81, O, carries -0.6995; number 82, H, carries 0.3289; number 83, H, carries 0.3319; number 84, C, carries -0.8446; number 85, C, carries 0.1896; number 86, C, carries -1.4923; number 87, H, carries 0.3992; number 88, S, carries 0.4436; number 89, H, carries 0.3907; number 90, H, carries 0.4258; number 91, H, carries 0.3409; number 92, H, carries -0.0001; number 93, N, carries -0.2560; number 94, C, carries -1.0862; number 95, S, carries 0.5910; number 96, H, carries 0.3126; number 97, C, carries -0.0029; number 98, H, carries 0.3436; number 99, H, carries 0.2282



no.,DFT total energy (Ha)
1,-283.12423
2,-479.96261
3,-1882.23972
4,-5005.53090